{"formula": "C50H88N9O8", "method": "ωB97M-V/def2-TZVPD", "elements": ["C", "C", "O", "O", "C", "C", "C", "C", "C", "C", "C", "N", "O", "C", "C", "C", "C", "C", "O", "C", "O", "C", "C", "O", "C", "O", "O", "H", "H", "H", "H", "H", "H", "H", "H", "H", "H", "H", "H", "H", "H", "H", "H", "H", "H", "H", "H", "H", "H", "H", "H", "H", "H", "H", "H", "H", "H", "H", "H", "C", "C", "C", "C", "N", "H", "H", "H", "H", "H", "H", "H", "C", "C", "C", "C", "N", "H", "H", "H", "H", "H", "H", "H", "C", "C", "C", "C", "N", "H", "H", "H", "H", "H", "H", "H", "C", "C", "C", "C", "N", "H", "H", "H", "H", "H", "H", "H", "C", "C", "C", "C", "N", "H", "H", "H", "H", "H", "H", "H", "C", "C", "C", "C", "N", "H", "H", "H", "H", "H", "H", "H", "C", "C", "C", "C", "N", "H", "H", "H", "H", "H", "H", "H", "C", "C", "C", "C", "N", "H", "H", "H", "H", "H", "H", "H"], "positions_angstrom": [[2.645, -4.183, 1.447], [2.045, -4.750, 0.188], [2.720, -5.088, -0.757], [0.708, -4.929, 0.124], [-0.167, -4.398, 1.127], [-1.540, -4.211, 0.495], [-1.418, -3.292, -0.729], [-1.704, -1.826, -0.350], [-0.855, -0.815, -1.132], [0.268, -0.228, -0.273], [-0.307, 0.718, 0.789], [-0.767, 2.001, 0.225], [1.091, 0.496, -1.188], [2.375, 0.845, -0.694], [3.416, 0.096, -1.542], [4.892, 0.473, -1.303], [5.706, 0.607, -2.609], [6.517, -0.646, -2.887], [7.666, -0.618, -2.032], [2.538, 2.360, -0.805], [2.179, 3.087, 0.389], [3.040, 3.067, 1.398], [2.697, 4.090, 2.452], [3.961, 2.293, 1.503], [1.016, -1.430, 0.411], [1.524, -2.262, -0.362], [0.981, -1.465, 1.661], [2.018, -4.271, 2.330], [3.600, -4.676, 1.625], [2.810, -3.117, 1.267], [0.191, -3.446, 1.529], [-0.216, -5.131, 1.944], [-1.970, -5.180, 0.242], [-2.182, -3.731, 1.239], [-2.139, -3.589, -1.497], [-0.425, -3.390, -1.166], [-1.510, -1.691, 0.718], [-2.773, -1.649, -0.509], [-1.431, -0.013, -1.603], [-0.357, -1.354, -1.942], [-1.130, 0.197, 1.292], [0.451, 0.930, 1.544], [-1.221, 2.504, 0.976], [-1.453, 1.848, -0.505], [2.473, 0.578, 0.362], [3.125, 0.234, -2.589], [3.261, -0.960, -1.317], [5.360, -0.337, -0.737], [4.975, 1.379, -0.706], [5.031, 0.772, -3.455], [6.398, 1.455, -2.569], [6.832, -0.721, -3.933], [5.888, -1.513, -2.652], [7.888, -1.519, -1.781], [3.549, 2.645, -1.089], [1.843, 2.723, -1.561], [1.958, 4.807, 2.108], [2.321, 3.562, 3.330], [3.617, 4.594, 2.749], [-2.033, -7.818, 5.159], [-1.900, -8.779, 3.985], [-1.555, -8.064, 2.674], [-2.582, -7.097, 2.289], [-3.353, -6.309, 1.973], [-2.843, -7.107, 4.995], [-2.246, -8.361, 6.081], [-1.111, -7.252, 5.308], [-2.830, -9.337, 3.856], [-1.116, -9.510, 4.191], [-1.446, -8.780, 1.858], [-0.608, -7.528, 2.770], [7.714, -0.249, 4.486], [7.732, 0.898, 3.483], [6.806, 0.655, 2.284], [7.217, -0.545, 1.553], [7.537, -1.498, 1.000], [8.071, -1.174, 4.031], [8.356, -0.028, 5.339], [6.704, -0.426, 4.860], [8.751, 1.058, 3.125], [7.416, 1.821, 3.974], [6.823, 1.503, 1.599], [5.773, 0.530, 2.612], [11.208, -1.606, -6.797], [10.618, -0.801, -5.645], [9.924, -1.679, -4.598], [8.806, -2.431, -5.168], [7.910, -2.995, -5.609], [10.429, -2.141, -7.342], [11.719, -0.951, -7.504], [11.932, -2.339, -6.434], [9.901, -0.074, -6.031], [11.407, -0.237, -5.145], [9.525, -1.071, -3.782], [10.630, -2.392, -4.169], [-4.556, -0.165, 3.022], [-3.599, 0.096, 4.176], [-3.545, 1.588, 4.540], [-3.125, 2.410, 3.407], [-2.790, 2.991, 2.477], [-4.220, 0.329, 2.110], [-4.635, -1.228, 2.799], [-5.558, 0.203, 3.257], [-2.601, -0.260, 3.914], [-3.910, -0.452, 5.067], [-2.859, 1.767, 5.369], [-4.535, 1.933, 4.847], [4.616, -7.595, -0.916], [5.514, -8.660, -0.302], [4.930, -9.275, 0.976], [4.732, -8.297, 2.046], [4.583, -7.545, 2.899], [4.476, -6.737, -0.260], [5.046, -7.218, -1.843], [3.627, -7.995, -1.147], [6.497, -8.239, -0.081], [5.670, -9.472, -1.016], [5.590, -10.053, 1.365], [3.964, -9.735, 0.760], [-8.874, 3.031, 2.374], [-7.411, 3.385, 2.606], [-6.552, 3.222, 1.345], [-6.562, 1.843, 0.860], [-6.510, 0.762, 0.481], [-8.986, 1.985, 2.084], [-9.457, 3.190, 3.281], [-9.306, 3.653, 1.587], [-6.998, 2.758, 3.399], [-7.333, 4.421, 2.940], [-5.517, 3.504, 1.546], [-6.929, 3.869, 0.550], [-7.161, 8.759, -1.695], [-6.854, 7.270, -1.589], [-8.047, 6.446, -1.083], [-8.456, 6.880, 0.252], [-8.762, 7.228, 1.302], [-7.403, 9.182, -0.719], [-6.299, 9.300, -2.086], [-8.009, 8.938, -2.358], [-6.003, 7.121, -0.921], [-6.565, 6.879, -2.566], [-7.777, 5.390, -1.035], [-8.897, 6.544, -1.761], [-12.107, 10.216, -5.125], [-10.597, 10.417, -5.112], [-9.822, 9.103, -5.268], [-10.112, 8.169, -4.181], [-10.336, 7.460, -3.309], [-12.430, 9.595, -4.289], [-12.622, 11.173, -5.044], [-12.432, 9.737, -6.050], [-10.295, 10.901, -4.181], [-10.303, 11.081, -5.926], [-8.746, 9.286, -5.272], [-10.078, 8.616, -6.211]], "total_energy_ev": -83069.52593, "homo_ev": -5.0, "molar_mass_g_mol": 943.3, "charge": -1, "homo_lumo_gap_ev": 6.445}

{"formula": "C27H74O10", "method": "ωB97M-V/def2-TZVPD", "elements": ["O", "H", "H", "C", "C", "C", "O", "H", "H", "H", "H", "H", "H", "H", "H", "C", "C", "C", "O", "H", "H", "H", "H", "H", "H", "H", "H", "C", "C", "C", "O", "H", "H", "H", "H", "H", "H", "H", "H", "C", "C", "C", "O", "H", "H", "H", "H", "H", "H", "H", "H", "C", "C", "C", "O", "H", "H", "H", "H", "H", "H", "H", "H", "C", "C", "C", "O", "H", "H", "H", "H", "H", "H", "H", "H", "C", "C", "C", "O", "H", "H", "H", "H", "H", "H", "H", "H", "C", "C", "C", "O", "H", "H", "H", "H", "H", "H", "H", "H", "C", "C", "C", "O", "H", "H", "H", "H", "H", "H", "H", "H"], "positions_angstrom": [[-10.490, 22.512, -10.544], [-9.814, 22.268, -11.176], [-11.308, 22.466, -11.038], [-17.100, 21.886, -6.572], [-15.812, 21.126, -6.460], [-14.742, 21.568, -7.532], [-15.257, 21.310, -5.147], [-16.986, 22.862, -6.101], [-17.911, 21.259, -6.200], [-17.328, 22.107, -7.614], [-16.157, 20.115, -6.676], [-14.026, 22.292, -7.142], [-15.126, 21.858, -8.510], [-14.031, 20.767, -7.732], [-14.931, 22.213, -5.170], [-14.687, 20.384, -12.130], [-14.789, 20.920, -10.689], [-13.731, 20.248, -9.794], [-14.535, 22.350, -10.868], [-15.527, 20.768, -12.708], [-14.666, 19.294, -12.127], [-13.783, 20.762, -12.608], [-15.791, 20.712, -10.315], [-12.730, 20.622, -10.009], [-13.796, 19.169, -9.928], [-13.923, 20.529, -8.758], [-14.336, 22.738, -10.012], [-11.446, 19.499, -10.439], [-11.190, 17.950, -10.746], [-11.125, 17.599, -12.205], [-9.923, 17.569, -10.105], [-10.531, 20.085, -10.358], [-11.919, 19.643, -9.467], [-12.109, 19.985, -11.154], [-11.893, 17.327, -10.193], [-12.084, 17.688, -12.715], [-10.688, 16.645, -12.500], [-10.401, 18.291, -12.633], [-9.861, 16.616, -10.204], [-5.533, 20.270, -7.958], [-6.825, 20.155, -8.832], [-7.041, 21.355, -9.723], [-6.694, 18.995, -9.558], [-4.704, 20.062, -8.635], [-5.485, 19.475, -7.213], [-5.418, 21.251, -7.497], [-7.664, 19.932, -8.174], [-7.304, 22.277, -9.205], [-7.783, 21.404, -10.520], [-6.209, 21.561, -10.396], [-7.486, 18.943, -10.100], [-5.871, 21.370, -5.524], [-6.057, 22.708, -6.183], [-7.471, 23.194, -6.165], [-5.216, 23.647, -5.568], [-4.868, 20.945, -5.549], [-6.516, 20.531, -5.787], [-6.076, 21.462, -4.457], [-5.660, 22.652, -7.197], [-8.260, 22.475, -6.387], [-7.692, 24.094, -6.738], [-7.643, 23.369, -5.103], [-4.314, 23.378, -5.756], [-12.835, 24.653, -9.962], [-13.493, 23.995, -8.767], [-15.010, 24.143, -9.069], [-13.347, 22.601, -8.880], [-13.110, 24.211, -10.919], [-11.746, 24.608, -9.985], [-13.083, 25.709, -9.858], [-13.063, 24.251, -7.799], [-15.721, 23.761, -8.336], [-15.176, 23.604, -10.002], [-15.372, 25.168, -9.145], [-12.441, 22.403, -8.629], [-11.287, 25.595, -7.343], [-10.893, 25.338, -5.950], [-10.308, 23.976, -5.640], [-9.920, 26.255, -5.638], [-11.730, 26.558, -7.597], [-12.042, 24.859, -7.618], [-10.459, 25.478, -8.043], [-11.755, 25.612, -5.341], [-9.990, 23.856, -4.604], [-9.402, 23.736, -6.196], [-11.084, 23.258, -5.904], [-9.221, 25.928, -6.208], [-11.444, 20.603, -7.970], [-10.940, 22.034, -7.667], [-9.398, 22.129, -7.865], [-11.380, 23.010, -8.615], [-10.964, 20.249, -8.883], [-12.530, 20.530, -8.020], [-11.015, 19.988, -7.179], [-11.340, 22.243, -6.675], [-8.958, 21.448, -7.136], [-8.875, 23.074, -7.720], [-9.100, 21.699, -8.821], [-11.040, 22.766, -9.479], [-8.768, 19.047, -7.190], [-8.090, 19.039, -5.779], [-8.971, 19.811, -4.750], [-8.118, 17.789, -5.223], [-8.411, 18.218, -7.803], [-8.705, 20.023, -7.672], [-9.831, 18.806, -7.173], [-7.045, 19.347, -5.811], [-10.007, 19.474, -4.707], [-9.212, 20.811, -5.111], [-8.727, 19.841, -3.688], [-7.660, 17.159, -5.783]], "total_energy_ev": -49654.03844, "e_above_lowest_kj_mol": 2017.9, "homo_ev": -8.8, "molar_mass_g_mol": 558.9, "homo_lumo_gap_ev": 8.693}

{"formula": "C37H37CuF5P2", "method": "ωB97M-V/def2-TZVPD", "elements": ["Cu", "C", "C", "C", "C", "C", "C", "C", "C", "C", "H", "H", "H", "H", "H", "H", "H", "H", "H", "H", "H", "H", "H", "H", "H", "P", "P", "C", "C", "C", "C", "C", "C", "C", "C", "C", "C", "C", "C", "C", "C", "C", "C", "C", "C", "C", "C", "C", "C", "C", "C", "C", "C", "H", "H", "H", "H", "H", "H", "H", "H", "H", "H", "H", "H", "H", "H", "H", "H", "H", "H", "H", "H", "H", "H", "F", "C", "F", "C", "F", "F", "F"], "positions_angstrom": [[-1.017, -1.753, -1.544], [-0.630, 0.634, -4.222], [0.072, 1.426, -3.393], [-0.525, 2.529, -2.575], [-1.784, 2.076, -1.805], [-1.793, 0.668, -1.307], [-2.411, -0.418, -1.901], [-2.823, -0.429, -3.362], [-2.124, 0.529, -4.327], [0.987, -0.522, 3.599], [-0.092, 0.053, -4.974], [1.166, 1.444, -3.451], [-0.797, 3.408, -3.217], [0.255, 2.898, -1.893], [-1.774, 2.716, -0.916], [-2.657, 2.384, -2.401], [-1.378, 0.601, -0.300], [-3.031, -1.091, -1.269], [-3.895, -0.239, -3.457], [-2.701, -1.445, -3.750], [-2.300, 0.131, -5.340], [-2.637, 1.500, -4.327], [0.933, -1.574, 3.269], [0.856, -0.497, 4.701], [1.962, -0.093, 3.329], [1.637, 0.080, -0.668], [-0.297, 0.481, 2.874], [0.933, 1.409, 0.365], [0.180, 1.519, 1.520], [3.286, 0.561, -0.573], [3.720, 1.750, -1.162], [5.077, 2.034, -1.120], [5.954, 1.151, -0.472], [5.486, -0.004, 0.171], [4.138, -0.312, 0.122], [1.790, -0.948, -2.289], [0.569, -1.476, -2.797], [0.495, -2.441, -3.840], [1.650, -2.723, -4.580], [2.848, -2.080, -4.218], [2.907, -1.224, -3.103], [-0.804, 1.570, 4.305], [0.103, 2.538, 4.788], [-0.202, 3.338, 5.899], [-1.429, 3.186, 6.547], [-2.354, 2.263, 6.068], [-2.038, 1.457, 4.973], [-1.792, -0.429, 2.493], [-1.924, -1.805, 2.707], [-3.061, -2.472, 2.263], [-4.079, -1.767, 1.618], [-3.978, -0.386, 1.447], [-2.826, 0.272, 1.862], [1.374, 2.374, 0.049], [-0.073, 2.553, 1.788], [3.012, 2.424, -1.631], [5.449, 2.947, -1.588], [7.023, 1.369, -0.465], [6.174, -0.661, 0.706], [3.719, -1.187, 0.606], [-0.274, -0.750, -2.672], [-0.459, -2.958, -4.041], [1.588, -3.380, -5.466], [3.723, -2.242, -4.862], [3.858, -0.785, -2.834], [1.069, 2.671, 4.296], [0.519, 4.084, 6.257], [-1.657, 3.796, 7.417], [-3.325, 2.180, 6.553], [-2.765, 0.726, 4.640], [-1.140, -2.338, 3.236], [-3.141, -3.551, 2.408], [-4.939, -2.308, 1.228], [-4.772, 0.188, 0.964], [-2.710, 1.337, 1.667], [0.404, -2.113, 0.757], [0.108, -2.991, -0.293], [1.331, -3.262, -0.920], [-0.370, -4.317, 0.311], [0.651, -5.203, 0.445], [-0.911, -4.159, 1.552], [-1.319, -4.922, -0.474]], "total_energy_ev": -115765.66050, "spin_multiplicity": 2, "e_above_lowest_kj_mol": 345.1, "homo_ev": [-5.5, -6.0], "molar_mass_g_mol": 702.2, "homo_lumo_gap_ev": [5.780, 6.172]}

{"formula": "C44H48N3O2S5TeV", "method": "ωB97M-V/def2-TZVPD", "elements": ["V", "C", "C", "S", "C", "C", "S", "C", "C", "S", "C", "C", "S", "H", "H", "H", "H", "H", "H", "H", "H", "H", "H", "H", "H", "H", "H", "H", "H", "C", "C", "C", "C", "C", "O", "C", "C", "C", "C", "C", "C", "C", "O", "C", "C", "C", "N", "C", "C", "Te", "C", "C", "C", "C", "C", "C", "C", "C", "C", "C", "C", "C", "H", "H", "H", "H", "H", "H", "H", "H", "H", "H", "H", "H", "H", "H", "H", "H", "H", "H", "H", "H", "H", "H", "H", "H", "N", "C", "S", "N", "C", "C", "C", "C", "C", "C", "H", "H", "H", "H", "H", "H", "H", "H"], "positions_angstrom": [[-0.207, 1.179, 1.004], [-3.910, -1.593, 3.219], [-2.679, -1.377, 4.127], [-1.136, -1.442, 3.139], [0.065, -0.966, 4.425], [0.056, 0.501, 4.838], [0.173, 1.724, 3.464], [-1.202, 2.811, 3.996], [-1.314, 4.067, 3.157], [-1.513, 3.848, 1.357], [-2.848, 2.601, 1.199], [-2.265, 1.212, 1.319], [-3.501, -2.287, 1.602], [-4.423, -0.651, 3.018], [-4.624, -2.279, 3.675], [-2.599, -2.166, 4.873], [-2.735, -0.410, 4.630], [1.025, -1.236, 3.991], [-0.111, -1.581, 5.309], [0.912, 0.694, 5.485], [-0.858, 0.750, 5.375], [-0.992, 3.106, 5.026], [-2.123, 2.227, 3.973], [-0.397, 4.647, 3.237], [-2.149, 4.672, 3.515], [-3.256, 2.803, 0.208], [-3.603, 2.851, 1.948], [-2.759, 0.512, 0.639], [-2.422, 0.837, 2.330], [0.861, 1.511, -6.131], [0.611, 1.600, -4.654], [0.762, 2.787, -3.970], [0.559, 2.914, -2.594], [0.624, 4.338, -2.111], [0.248, 5.222, -2.849], [1.184, 4.665, -0.776], [2.111, 3.839, -0.151], [2.655, 4.207, 1.070], [2.288, 5.412, 1.654], [1.390, 6.256, 1.017], [0.841, 5.883, -0.198], [0.173, 1.770, -1.852], [-0.033, 1.730, -0.510], [-0.080, 0.574, -2.582], [0.148, 0.503, -3.942], [-0.805, -0.556, -1.913], [-2.063, -0.495, -1.747], [-2.813, 0.665, -2.172], [-4.310, 0.411, -2.045], [-5.137, -0.865, -3.598], [-3.979, -2.625, -3.265], [-2.950, -2.941, -4.141], [-2.220, -4.107, -3.964], [-2.533, -4.969, -2.924], [-3.571, -4.660, -2.058], [-4.294, -3.488, -2.224], [-0.088, -1.788, -1.536], [-0.667, -2.652, -0.608], [-0.042, -3.839, -0.280], [1.155, -4.191, -0.886], [1.757, -3.315, -1.778], [1.145, -2.115, -2.099], [1.207, 2.465, -6.523], [-0.057, 1.232, -6.649], [1.613, 0.753, -6.351], [1.041, 3.682, -4.509], [2.449, 2.960, -0.685], [3.396, 3.586, 1.561], [2.728, 5.705, 2.599], [1.124, 7.205, 1.460], [0.149, 6.525, -0.723], [-0.070, -0.431, -4.448], [-2.563, 0.950, -3.201], [-2.544, 1.520, -1.533], [-4.859, 1.348, -2.134], [-4.523, -0.050, -1.082], [-2.725, -2.278, -4.966], [-1.413, -4.345, -4.645], [-1.966, -5.880, -2.791], [-3.826, -5.336, -1.252], [-5.101, -3.250, -1.544], [-1.601, -2.363, -0.146], [-0.491, -4.493, 0.456], [1.621, -5.141, -0.667], [2.712, -3.570, -2.220], [1.620, -1.438, -2.798], [3.310, 1.264, 0.631], [3.177, -0.024, 1.013], [1.669, -0.550, 1.554], [4.280, -0.773, 0.898], [4.605, -2.095, 1.280], [3.849, -2.867, 2.151], [4.297, -4.130, 2.509], [5.485, -4.634, 2.007], [6.239, -3.861, 1.135], [5.804, -2.599, 0.777], [2.536, 1.877, 0.819], [4.210, 1.669, 0.428], [5.056, -0.307, 0.446], [2.921, -2.491, 2.548], [3.708, -4.724, 3.194], [5.829, -5.617, 2.295], [7.173, -4.237, 0.743], [6.402, -1.996, 0.104]], "total_energy_ev": -142122.62856, "spin_multiplicity": 4, "homo_ev": [-9.4, -9.4], "molar_mass_g_mol": 989.8, "charge": 1, "homo_lumo_gap_ev": [6.836, 5.292]}

{"formula": "C2H11NO4", "method": "ωB97M-V/def2-TZVPD", "elements": ["O", "C", "C", "N", "H", "H", "H", "H", "H", "H", "H", "O", "H", "H", "O", "H", "H", "O"], "positions_angstrom": [[0.866, 0.936, 0.378], [1.640, 0.249, -0.129], [2.319, -0.815, 0.828], [1.350, -1.418, 1.788], [2.217, 0.423, -1.047], [2.807, -1.709, 0.234], [3.154, -0.262, 1.325], [0.648, -1.745, 1.123], [0.799, -0.589, 2.251], [-2.219, -2.065, -1.571], [-0.879, -2.083, -0.740], [-1.370, -2.362, -1.452], [-0.092, 3.150, -1.303], [-1.444, 2.349, -1.815], [-1.034, 2.865, -1.121], [-3.594, 1.343, 0.601], [-2.123, 1.124, 0.249], [-3.046, 0.609, 0.400]], "total_energy_ev": -11930.48823, "e_above_lowest_kj_mol": 315.4, "smiles": "NCC=O.O.O.O", "homo_ev": -9.7, "molar_mass_g_mol": 113.1, "homo_lumo_gap_ev": 10.064}